C9H16N2OS | the ωB97M-V functional and the def2-TZVPD basis

Geometry as XYZ:
```
29
Properties=species:S:1:pos:R:3:mulliken_charge:R:1
S 2.5724 2.3351 -1.2410 -0.2621
O 1.5017 1.5170 1.0696 -0.5475
N 1.6812 -1.3023 0.0272 0.2719
N 1.4962 -0.5567 -2.0514 -0.6145
C -0.1081 1.9492 -0.7239 -0.8842
C -1.2786 1.4454 0.1248 -0.5977
C -1.7850 0.0640 -0.2809 0.0538
C 1.8185 -2.3795 -0.8088 -0.1476
C 1.7003 -1.9010 -2.0817 -0.7240
C 1.4910 -0.2510 -0.7857 -0.1448
C -3.0374 -0.3122 0.5001 -1.4283
C 1.7302 -1.3304 1.4620 -0.7786
C 1.2553 1.4475 -0.2800 0.6737
H 1.7443 -2.4290 -3.0128 0.4388
H -0.2476 1.6726 -1.7684 0.3731
H -2.0110 0.0672 -1.3491 0.3292
H 1.8122 -2.3643 1.7932 0.3074
H 2.5878 -0.7615 1.8239 0.2740
H 2.4792 1.5413 -2.3000 0.1865
H 0.8267 -0.8851 1.8794 0.2584
H -3.4156 -1.2768 0.1742 0.4010
H -1.0086 -0.6829 -0.1141 0.0070
H 1.9942 -3.3654 -0.4287 0.4030
H -3.8168 0.4306 0.3435 0.3403
H 1.3143 2.4123 1.3744 0.3846
H -0.9917 1.4315 1.1800 0.2880
H -2.8287 -0.3652 1.5661 0.3231
H -0.0740 3.0429 -0.6701 0.4206
H -2.1025 2.1562 0.0198 0.3951
```

The gap between HOMO and LUMO is 9.2 eV. Its energy above the lowest of the compared OMol25 structures with the same formula, charge and spin is 0.739 eV. Its lowest unoccupied orbital energy is 0.63 eV. Its SMILES is CCCC[C@](O)(S)c1nccn1C. The total energy comes out at -25454.8197 eV. The HOMO energy is -0.3135 Ha.



C6H10S2 | the ωB97M-V functional and the def2-TZVPD basis

Geometry as XYZ:
```
18
Properties=species:S:1:pos:R:3:mulliken_charge:R:1
S 1.7292 -1.0429 -0.5949 -0.1795
S -2.8036 -0.3172 0.1617 -0.2440
C 0.7233 0.7439 1.3633 -0.9122
C -0.0294 0.7501 0.0584 0.9838
C -0.0091 -0.7259 -0.2981 -0.2916
C 0.6160 1.7376 -0.9080 -1.5488
C 2.0362 -0.0871 0.9549 -0.6352
C -1.2468 0.1337 -0.5821 -0.1551
H 0.1153 2.7289 -0.8608 0.3713
H 1.7225 1.8570 -0.7616 0.2722
H -1.5185 0.5090 -1.5418 0.2933
H -2.2539 -0.6136 1.3844 0.1021
H 2.2984 -0.7775 1.7990 0.3704
H -0.3014 -1.3235 0.6407 0.1977
H 0.5150 1.4038 -1.9660 0.4147
H 2.9233 0.6473 0.8068 0.3618
H 0.9971 1.7413 1.6974 0.3553
H 0.1514 0.2754 2.2016 0.2439
```

The gap between HOMO and LUMO is 9.3 eV. Its energy above the lowest of the compared OMol25 structures with the same formula, charge and spin is 2.703 eV. Its lowest unoccupied orbital energy is 0.75 eV. Its SMILES is C[C@]12CCS[C@@H]1[C@H]2S. The total energy comes out at -28051.6373 eV. The HOMO energy is -0.3133 Ha.



C24H52N2O8 | the ωB97M-V functional and the def2-TZVPD basis

Geometry as XYZ:
```
86
Properties=species:S:1:pos:R:3:mulliken_charge:R:1
O -0.5218 -1.5166 -8.1557 -0.4344
O 4.3111 -2.4852 -2.6566 -0.3029
O -2.6261 0.8203 3.7429 -0.3469
O 5.0466 -4.6880 1.4821 -0.4762
O 1.4800 -2.9944 -3.4284 -0.4790
O 2.9402 -0.2690 4.1328 -0.3952
O -4.5481 5.2677 0.2184 -0.4115
O 6.3963 -2.3794 -2.6932 -0.4070
N 2.0758 -4.7448 -1.9837 -0.4262
N 5.4786 -2.0799 -2.0252 0.1733
C -3.5839 1.8085 1.7035 -0.9259
C 4.6103 -3.3967 1.8662 -0.1533
C 3.5151 -2.6895 0.8572 -0.5275
C 2.2708 -4.5031 -0.5450 -0.9443
C 0.5512 -0.0919 4.6899 -1.0873
C 0.3013 -1.6122 -7.0041 -0.3722
C 2.5955 -1.2135 -1.5393 -1.5686
C -4.2892 1.7731 5.2845 -1.1200
C 3.4892 -3.5097 -0.4303 0.2058
C -2.9330 1.8970 4.6100 -0.2437
C 0.9367 -2.9775 -6.8146 -0.8408
C -4.6047 7.7049 0.5459 -1.0670
C 6.0235 -3.5614 1.2344 -0.4808
C 3.3897 0.6792 5.0853 -0.2954
C -3.8526 5.3481 -2.1398 -1.0366
C -1.6313 -2.3939 -8.2054 -0.3156
C 1.7626 -0.9834 4.4784 -0.3838
C -2.6172 -2.2005 -7.0648 -0.9630
C 2.1359 -3.4022 -2.5575 -0.3132
C 3.7391 0.0744 6.4341 -1.0858
C -3.8228 6.4066 0.6470 -0.3070
C 3.2302 -2.6319 -1.7009 1.4676
C -3.5058 0.6224 2.6486 -0.4658
C -4.9850 5.2693 -1.1291 -0.3323
H 1.9411 -1.6151 5.3555 0.3200
H 2.7560 -0.6865 -2.4917 0.4070
H 3.9444 -1.6871 0.7719 0.3160
H -5.1055 1.8119 4.5614 0.2636
H 2.9928 -0.6218 -0.7048 0.3284
H 2.9254 -5.1455 -2.3981 0.3590
H -4.2444 5.2657 -3.1544 0.3954
H 2.8649 -0.3561 6.9254 0.2636
H -1.2934 -3.4348 -8.2548 0.2826
H 0.1894 -3.7521 -6.6339 0.2548
H 1.4997 -3.2657 -7.7051 0.3237
H -5.5221 4.3307 -1.2741 0.3453
H -0.3379 -0.6956 4.8742 0.4352
H -4.4337 2.5870 5.9964 0.3962
H -4.3667 0.8224 5.8154 0.3050
H 4.5657 -3.1480 2.9377 0.5447
H -2.8484 2.8512 4.0787 0.2810
H 4.2849 1.1349 4.6591 0.3539
H 4.1505 0.8379 7.0962 0.4046
H 6.8513 -3.5349 1.9433 0.3082
H -2.8732 6.4784 0.1051 0.3205
H 1.4995 -1.2811 -1.4280 0.3638
H -3.5683 6.2268 1.6929 0.3065
H 1.5617 -1.6616 3.6466 0.2818
H -5.5464 7.6287 1.0927 0.3012
H -2.1696 -2.4394 -6.0986 0.2104
H -2.1385 -2.1871 -9.1494 0.3397
H 1.6135 -2.9637 -5.9608 0.2287
H -4.0069 2.6891 2.1890 0.2261
H -0.2598 -1.3159 -6.1110 0.2798
H -2.5890 2.0788 1.3443 0.2840
H 1.0894 -0.8687 -7.1335 0.3440
H -2.1564 1.8985 5.3772 0.3140
H 2.6549 1.4840 5.1956 0.3088
H -3.3094 6.2918 -2.0662 0.2591
H -4.0239 8.5300 0.9614 0.3859
H 2.6705 -5.4407 -0.1267 0.4564
H -3.1210 -0.2412 2.1035 0.3286
H -3.1345 4.5431 -1.9728 0.2719
H -4.2128 1.5688 0.8448 0.4176
H 4.4761 -0.7226 6.3177 0.2725
H 6.1033 -3.7781 0.1708 0.2474
H 0.3755 0.5312 3.8118 0.3269
H -5.7109 6.0726 -1.2944 0.2969
H -4.8451 7.9551 -0.4888 0.2651
H -2.9537 -1.1628 -7.0223 0.2835
H 0.6856 0.5759 5.5431 0.2872
H -4.5022 0.3422 3.0083 0.2959
H 1.3292 -4.1765 -0.0878 0.3348
H 2.6050 -2.7549 1.4675 0.0212
H 4.3706 -4.0989 -0.7181 0.5297
H -3.4854 -2.8472 -7.2007 0.3846
```

The gap between HOMO and LUMO is 9.4 eV. Its lowest unoccupied orbital energy is 0.05 eV. Its SMILES is C[C@]1(ON=O)C(=O)NC[C@@H]1C[C@@H]1CO1.CCOCC.CCOCC.CCOCC.CCOCC. The total energy comes out at -45083.9335 eV. The HOMO energy is -0.3446 Ha.



C4H8N2O | the ωB97M-V functional and the def2-TZVPD basis

Geometry as XYZ:
```
15
Properties=species:S:1:pos:R:3:mulliken_charge:R:1
O -3.7360 -0.4951 0.5895 -0.4678
N -3.0679 0.3775 0.0012 -0.5378
N -1.8259 0.5154 0.1573 0.4227
C 0.7094 0.5444 1.0335 -1.3649
C -0.1343 0.0940 -0.0993 1.2701
C -0.9414 1.1960 -0.6779 -0.8725
C -0.0972 -1.3484 -0.5146 -1.1929
H 0.8369 -1.4964 -1.0149 0.3805
H -0.9963 -1.5879 -1.2493 0.2879
H 0.0414 -2.0006 0.3127 0.3511
H 0.3926 1.4361 1.5588 0.3710
H -1.3885 1.2264 -1.6344 0.3798
H -0.5623 2.0865 -0.3592 0.3240
H 0.8832 -0.2776 1.8228 0.3171
H 1.6771 0.8050 0.5072 0.3316
```

The gap between HOMO and LUMO (spin up / spin down) is 8.5 / 8.5 eV. Its energy above the lowest of the compared OMol25 structures with the same formula, charge and spin is 6.326 eV. Its lowest unoccupied orbital energy (spin up / spin down) is 0.41 / 0.41 eV. Its SMILES is CC1(C)CN1N=O. The total energy comes out at -9300.0668 eV. The HOMO energy (spin up / spin down) is -0.2964 / -0.2964 Ha.



C18H18Cl3N3OPtS3 | the ωB97M-V functional and the def2-TZVPD basis

Geometry as XYZ:
```
47
Properties=species:S:1:pos:R:3:mulliken_charge:R:1
Pt -0.4304 -0.5531 1.2020 0.5594
Cl 3.6412 3.0493 1.1444 -0.0245
Cl 4.6542 0.7032 -0.2535 -0.0572
Cl 4.5490 0.7455 2.6599 -0.0572
S -0.8261 1.7349 0.6761 0.9380
S -4.5136 -2.4616 1.9739 -0.0950
S 1.4370 -4.7082 1.7429 -0.0749
O -0.0963 2.6243 1.5643 -0.6617
N 0.2848 -2.4835 1.4663 -0.2734
N 1.4040 0.2461 1.0993 -0.5544
N -2.1971 -1.5321 1.5519 0.0090
C 2.4450 0.7080 1.1266 0.0557
C 3.7908 1.3059 1.1649 0.8848
C 1.7741 1.9568 -4.8101 -1.4508
C -2.3531 2.5709 0.1904 -1.2984
C -0.6997 -3.4056 1.7793 0.0483
C -3.2018 -3.5386 2.0876 -0.3453
C -0.3440 0.7607 -1.8885 -0.4185
C -4.0245 0.1780 1.3713 -0.1920
C -0.2478 -4.6649 1.9673 -0.3563
C -2.0485 -2.8879 1.8336 0.0989
C 2.7943 -2.4088 1.0983 -1.1636
C 1.4827 -3.0420 1.4091 0.6642
C 1.1239 1.8793 -3.4594 0.8429
C -0.0753 1.7519 -0.9593 0.2496
C 0.7656 2.8106 -1.2519 -0.5199
C -3.4694 -1.1756 1.5953 0.4919
C 1.3662 2.8620 -2.5010 -0.7364
C 0.2573 0.8342 -3.1348 -0.9358
H 0.9546 3.5774 -0.5116 0.6188
H 1.4530 1.1421 -5.4558 0.3727
H 3.5688 -3.1731 1.0709 0.5190
H -1.9724 3.4372 -0.3466 0.4154
H -1.0294 -0.0537 -1.6697 0.4525
H 2.7705 -1.9180 0.1255 0.2840
H -2.9054 2.8710 1.0795 0.5128
H -3.2201 0.8907 1.2792 -0.6853
H -3.3422 -4.5799 2.3259 0.4474
H -0.8166 -5.5457 2.2151 0.4593
H 3.0683 -1.6926 1.8708 0.1831
H -2.9416 1.9402 -0.4698 0.4174
H 2.0263 3.6877 -2.7379 0.4587
H 1.5252 2.8979 -5.3009 0.3645
H 2.8602 1.9142 -4.7212 0.3393
H -4.6315 0.1992 0.4651 0.3839
H -4.6568 0.4759 2.2073 0.4528
H 0.0468 0.0698 -3.8719 0.3764
```

The gap between HOMO and LUMO is 8.4 eV. Its energy above the lowest of the compared OMol25 structures with the same formula, charge and spin is 0.000 eV. Its lowest unoccupied orbital energy is -6.35 eV. Its charge is +2. The total energy comes out at -98780.9130 eV. The HOMO energy is -0.5413 Ha.



C8H7N5O | the ωB97M-V functional and the def2-TZVPD basis

Geometry as XYZ:
```
21
Properties=species:S:1:pos:R:3:mulliken_charge:R:1
O -0.3741 -3.5254 -0.1811 -0.6167
N 1.3898 1.6760 0.3956 -0.4133
N -4.4972 -0.6862 0.6009 -0.3243
N -3.3347 -0.4894 -0.0368 0.4769
N -4.6835 1.1990 -0.3399 -0.3213
N -5.2759 0.3099 0.4482 -0.3687
C -0.4902 0.1984 0.2087 -0.5514
C 1.7974 -0.7480 0.2069 -0.6246
C 0.8995 0.3853 0.2081 0.6650
C -1.0106 -1.1169 0.0170 0.2769
C 1.3648 -2.0347 0.1255 -0.5744
C -3.4693 0.7685 -0.6616 -0.0839
C -2.3320 -1.4436 0.0940 -0.3485
C -0.0938 -2.3335 -0.0387 0.4249
H 2.7540 -0.4266 0.0248 0.4200
H 0.6408 2.2641 0.1068 0.2098
H -2.9614 0.9910 -1.5826 0.4283
H 2.2711 2.0592 0.5574 0.1566
H -1.2703 0.9323 0.0703 0.2612
H -2.5210 -2.4516 0.3393 0.4662
H 1.8792 -2.9570 0.2907 0.4413
```

The gap between HOMO and LUMO (spin up / spin down) is 6.6 / 6.6 eV. Its energy above the lowest of the compared OMol25 structures with the same formula, charge and spin is 0.531 eV. Its lowest unoccupied orbital energy (spin up / spin down) is -1.46 / -1.46 eV. Its SMILES is NC1=C/C(=C\n2cnnn2)C(=O)C=C1. The total energy comes out at -17903.5314 eV. The HOMO energy (spin up / spin down) is -0.2972 / -0.2972 Ha.